(1)
{"formula": "C6H18BrMnNO6", "method": "wB97M-V/def2-TZVPD", "elements": ["Mn", "Br", "N", "O", "O", "O", "C", "C", "O", "H", "H", "H", "H", "H", "H", "C", "C", "O", "H", "H", "H", "H", "H", "H", "C", "C", "O", "H", "H", "H", "H", "H", "H"], "positions_angstrom": [[0.72497, 0.51790, -0.05778], [3.03620, 0.73318, 0.86031], [-0.80696, 1.25628, -2.05513], [0.44971, 1.49226, -2.02740], [-1.24345, 0.53140, -1.09859], [-1.52522, 1.68914, -2.91463], [0.56492, 4.32961, -0.16288], [-0.51400, 3.56462, 0.59385], [-0.00412, 2.28350, 1.01970], [1.54612, 4.08080, 0.23499], [0.39514, 5.40436, -0.08951], [0.52703, 4.07491, -1.22146], [-1.37831, 3.38988, -0.05034], [-0.87444, 4.11260, 1.46514], [-0.06831, 2.18899, 1.97319], [1.15507, -3.71300, -0.99782], [1.99258, -2.45268, -0.96833], [1.20167, -1.29252, -1.28738], [0.75505, -3.90468, -1.99406], [0.32612, -3.65453, -0.28932], [1.74386, -4.58408, -0.69766], [2.81636, -2.52058, -1.67894], [2.39892, -2.27396, 0.02371], [0.93297, -1.35316, -2.20990], [-2.14420, -2.18471, 1.12055], [-1.56363, -0.96950, 1.82133], [-0.17589, -0.76636, 1.48458], [-3.20322, -2.25657, 1.37259], [-1.65865, -3.10036, 1.46194], [-2.02219, -2.07183, 0.04494], [-1.67087, -1.05242, 2.90532], [-2.08022, -0.06746, 1.49862], [0.36696, -1.43102, 1.92038]], "forces_ev_per_angstrom": [[0.50, 0.05, -0.28], [-0.08, -0.16, 0.09], [0.30, -0.08, 0.21], [-0.41, 0.00, 0.03], [-0.08, 0.10, -0.13], [-0.08, 0.01, -0.09], [-0.34, -0.02, -0.11], [0.01, 0.21, -0.22], [-0.36, 0.02, 0.16], [0.05, 0.07, 0.02], [0.03, 0.00, 0.09], [0.20, -0.11, 0.04], [0.00, -0.10, 0.06], [0.15, -0.05, 0.07], [0.13, 0.06, 0.01], [-0.06, -0.21, 0.23], [-0.17, -0.06, -0.04], [0.06, -0.37, -0.03], [-0.04, 0.00, -0.01], [-0.05, 0.14, -0.11], [0.11, 0.10, -0.13], [0.12, 0.04, 0.08], [0.10, 0.13, -0.02], [-0.08, 0.19, 0.00], [0.11, 0.27, 0.24], [-0.17, -0.14, -0.17], [-0.21, -0.06, 0.28], [-0.02, -0.05, -0.13], [0.03, -0.03, -0.07], [-0.07, -0.09, -0.04], [0.12, 0.03, 0.00], [0.08, 0.04, -0.05], [0.11, 0.06, 0.01]], "homo_ev": [-8.498, -8.874], "multiplicity": 6, "fmax_ev_per_a": 0.58, "de_lowest_kcal_mol": 0.00, "orbital_gap_ha": [0.323, 0.336], "s2": 8.753}

***

(2)
{"formula": "C6H18ClHfN3OP", "method": "wB97M-V/def2-TZVPD", "elements": ["Hf", "Cl", "O", "P", "N", "C", "C", "N", "C", "C", "N", "C", "C", "H", "H", "H", "H", "H", "H", "H", "H", "H", "H", "H", "H", "H", "H", "H", "H", "H", "H"], "positions_angstrom": [[-17.19744, -26.20490, 1.06364], [-17.84175, -28.15247, 3.07664], [-18.48985, -27.93173, 0.10759], [-19.07610, -28.85919, -0.94304], [-19.68118, -30.37234, -0.40324], [-20.51368, -31.31840, -1.20464], [-19.50922, -30.81344, 0.92910], [-18.05576, -29.30018, -2.23517], [-17.40080, -28.26285, -2.99549], [-17.34435, -30.55859, -2.30784], [-20.50146, -28.31770, -1.84054], [-20.66759, -28.54939, -3.30681], [-21.65567, -27.79674, -1.10154], [-21.55862, -31.01302, -1.15025], [-20.41410, -32.37647, -0.96241], [-20.38285, -31.21272, -2.28159], [-20.20043, -31.64538, 1.06398], [-19.63926, -30.14852, 1.78295], [-18.53922, -31.26650, 1.13389], [-18.04557, -27.81427, -3.75124], [-17.29692, -27.38335, -2.36004], [-16.40495, -28.55250, -3.33087], [-17.59721, -31.15321, -1.43000], [-17.67118, -31.04763, -3.22551], [-16.26137, -30.43984, -2.34201], [-21.44920, -29.30507, -3.38510], [-21.15953, -27.67466, -3.73217], [-19.73156, -28.71134, -3.84135], [-22.34374, -27.28795, -1.77667], [-21.30626, -27.24571, -0.22840], [-22.19291, -28.65618, -0.70049]], "forces_ev_per_angstrom": [[-2.21, -4.67, 2.27], [1.09, 2.97, -2.56], [0.09, 0.73, -0.47], [-0.48, -1.91, -3.23], [0.68, 0.97, -0.80], [-0.40, 1.32, -1.51], [-0.62, -1.41, 1.96], [-0.42, 0.94, 1.92], [-0.50, 1.75, 0.23], [-0.22, -0.88, 0.67], [1.99, 0.65, 0.47], [-0.44, 0.62, 0.95], [0.46, -0.91, 0.08], [-0.39, -0.18, 0.78], [0.36, 0.30, 0.56], [0.79, 0.06, 0.00], [-0.07, 0.16, 0.32], [-0.20, 0.67, -0.46], [0.72, 0.03, -0.41], [0.30, -0.47, -0.69], [0.51, 0.25, 0.42], [-0.39, -0.11, -0.30], [0.03, -0.35, -0.26], [0.05, -0.39, 0.01], [-0.07, 0.23, 0.00], [0.23, -0.59, -0.41], [0.04, 0.38, 0.14], [-0.47, -0.54, 0.32], [0.22, 0.28, 0.14], [-0.23, 0.34, -0.22], [-0.46, -0.23, 0.10]], "homo_ev": -18.859, "multiplicity": 1, "fmax_ev_per_a": 5.64, "de_lowest_kcal_mol": 87.98, "total_charge": 3, "orbital_gap_ha": 0.107}